(1)
ORCA calculation (ωB97M-V/def2-TZVPD) on C13H28BrN3O2 in the gas phase.

Values from the calculation:
Gap between HOMO and LUMO = 3.5 eV
Energy relative to the best compared isomer or geometry (same formula, charge and spin) = 547.8 kJ/mol
E_HOMO = -4.302 eV
Energy = -3400.47159 Ha

CARTESIAN COORDINATES (ANGSTROEM)
C (7.21887, 1.58525, -0.46261)
C (6.10087, 1.37289, 0.72117)
C (4.85304, 0.62558, -0.02738)
O (3.97456, -0.08599, 0.89896)
C (2.71077, -0.33023, 0.22269)
C (2.94646, -1.40827, -0.98550)
N (1.85695, -2.45093, -0.78590)
C (0.81729, -1.59169, -0.12922)
N (-0.47627, -1.44007, -0.49404)
O (-1.30492, -0.60670, 0.18025)
C (-2.31863, -1.47512, 0.83296)
C (-3.81477, -1.05413, 0.34428)
C (-4.82687, -2.02930, 1.19057)
C (-4.12374, 0.47736, 0.71695)
C (-4.78709, 1.36936, -0.44188)
C (-4.37462, 2.92222, -0.10238)
C (-4.25226, 1.08860, -1.93555)
N (1.59038, -0.98856, 0.97175)
H (8.04968, 0.79447, -0.38489)
H (6.73846, 1.42974, -1.51174)
H (7.63566, 2.65965, -0.47728)
H (5.82406, 2.41585, 1.10427)
H (6.56019, 0.68074, 1.51041)
H (4.24872, 1.46875, -0.54807)
H (5.36211, -0.07175, -0.80937)
H (2.28309, 0.69856, -0.04942)
H (2.72816, -0.72912, -1.90528)
H (3.98992, -1.86791, -1.10053)
H (2.17683, -3.23206, -0.19000)
H (-0.78808, -1.97325, -1.33063)
H (-2.20854, -1.49663, 1.97523)
H (-2.15032, -2.54365, 0.41354)
H (-3.94460, -1.34307, -0.75309)
H (-5.08958, -1.59539, 2.21878)
H (-5.75461, -2.32305, 0.57210)
H (-4.20736, -2.99168, 1.40136)
H (-4.89060, 0.45448, 1.59191)
H (-3.20467, 1.03858, 1.15656)
H (-5.93918, 1.33937, -0.34788)
H (-3.25088, 2.99220, -0.40534)
H (-4.91380, 3.67560, -0.79561)
H (-4.52299, 3.15598, 1.00982)
H (-4.45219, 2.05185, -2.55208)
H (-4.82266, 0.24278, -2.46145)
H (-3.11566, 0.91048, -1.94694)
H (1.08267, -0.42668, 1.66954)
Br (4.78616, -1.39511, 2.23094)

Atomic partial charges in e from the Löwdin method, atoms 1 to 2:
1. C -0.14
2. C -0.22

=====

(2)
ORCA calculation (ωB97M-V/def2-TZVPD) on a gas-phase ion, C4H9N2 (charge +1).

Values from the calculation:
Gap between HOMO and LUMO = 9.0 eV
SMILES = [H]/N=C1/[C@@H](C)[C@@H]1[NH3+]
Energy relative to the best compared isomer or geometry (same formula, charge and spin) = 415.1 kJ/mol
Total charge = +1
E_HOMO = -13.111 eV
Energy = -266.94116 Ha

CARTESIAN COORDINATES (ANGSTROEM)
H (0.98007, -2.83277, -1.15109)
N (0.81481, -2.25797, -0.32089)
C (0.36752, -1.12129, -0.19990)
C (-0.21024, -0.11469, 0.90339)
C (0.37540, 0.62968, 2.02478)
C (0.21354, 0.27546, -0.63744)
N (-0.82500, 0.55407, -1.72329)
H (-1.29034, -0.30684, 0.96333)
H (0.64876, 1.60382, 1.61097)
H (1.38738, 0.24026, 2.39949)
H (-0.39733, 0.66648, 2.69361)
H (1.14279, 0.74559, -0.64454)
H (-1.86599, 0.43773, -1.29939)
H (-0.66058, -0.00852, -2.59574)
H (-0.68079, 1.48900, -2.02329)

Atomic partial charges in e from the Löwdin method, atoms 1 to 2:
1. H 0.09
2. N 0.21

=====

(3)
ORCA calculation (ωB97M-V/def2-TZVPD) on a molecular structure, C9H14OPtS6Te.

Values from the calculation:
Gap between HOMO and LUMO = 4.4 eV
Energy relative to the best compared isomer or geometry (same formula, charge and spin) = 0.0 kJ/mol
Total charge = -2
E_HOMO = 0.063 eV
Energy = -3203.14037 Ha

CARTESIAN COORDINATES (ANGSTROEM)
Pt (-1.38402, -1.00732, -0.70470)
S (-6.72385, 3.51700, 1.39102)
C (-5.50105, 2.46605, 0.93601)
S (-5.35383, 1.78307, -0.62760)
C (-3.90426, 0.83838, -0.38034)
C (-3.37950, 0.91949, 0.86350)
S (-1.95489, 0.07182, 1.38152)
S (-4.24287, 1.95138, 1.97537)
S (-3.25902, -0.10645, -1.70343)
Te (-1.15237, -2.35955, -2.98897)
C (1.45253, 1.63338, 2.18878)
C (1.33696, 0.77225, 0.93621)
C (1.25675, -0.70297, 1.30531)
S (0.48553, -1.88235, 0.15542)
O (0.40754, -3.11987, 0.96757)
C (1.84853, -2.21275, -0.98581)
C (2.67795, -1.04854, -1.51075)
C (1.91366, -0.04245, -2.36463)
H (1.56488, 2.68801, 1.92820)
H (2.31539, 1.34389, 2.79685)
H (0.55123, 1.53162, 2.79573)
H (2.18300, 0.96450, 0.27526)
H (0.43122, 1.04159, 0.39247)
H (0.61168, -0.83463, 2.17809)
H (2.23108, -1.13779, 1.55067)
H (1.34491, -2.73807, -1.80502)
H (2.45950, -2.91343, -0.41126)
H (3.47816, -1.49639, -2.11180)
H (3.18627, -0.54696, -0.68082)
H (1.43320, -0.53978, -3.20708)
H (2.58571, 0.74239, -2.72647)
H (1.10001, 0.42447, -1.80928)

Atomic partial charges in e from the Löwdin method, atoms 1 to 2:
1. Pt 0.07
2. S 0.35

=====

(4)
ORCA calculation (ωB97M-V/def2-TZVPD) on a molecular structure, C25H32CoN5O5S2SeSi.

Values from the calculation:
Gap between HOMO and LUMO (spin up / spin down) = 6.1 / 6.0 eV
⟨S²⟩ = 0.85
Energy relative to the best compared isomer or geometry (same formula, charge and spin) = 57.9 kJ/mol
Total charge = -1
E_HOMO (spin up / spin down) = -4.135 / -4.070 eV
Energy = -6492.07129 Ha
Multiplicity = 2

CARTESIAN COORDINATES (ANGSTROEM)
Co (-0.78842, 0.05765, -0.40945)
C (-4.95775, -2.81069, 1.51992)
Si (-3.14277, -2.30615, 1.42569)
C (-2.15807, -3.91987, 1.31966)
C (-2.67657, -1.44823, 3.03495)
Se (-2.92075, -1.03093, -0.41417)
H (-5.16368, -3.43064, 2.40079)
H (-5.22994, -3.37975, 0.62596)
H (-5.59929, -1.92660, 1.56000)
H (-2.52226, -4.65602, 2.04787)
H (-1.09534, -3.74964, 1.51205)
H (-2.25239, -4.34720, 0.31833)
H (-2.74580, -2.13308, 3.88971)
H (-3.33464, -0.59298, 3.21681)
H (-1.65311, -1.07818, 2.95979)
C (2.17810, -1.91835, 3.02997)
S (1.81814, -0.83056, 1.61394)
C (1.81409, 0.69515, 2.57348)
O (0.35691, -1.13075, 1.35896)
H (1.29443, -1.94101, 3.66755)
H (3.05236, -1.55140, 3.57249)
H (2.38326, -2.91649, 2.64019)
H (2.84511, 0.98902, 2.77990)
H (1.24969, 0.53244, 3.49090)
H (1.32408, 1.43398, 1.94269)
C (-1.29772, 1.96150, 0.19962)
C (-2.67382, 2.19180, 0.62393)
C (-3.02057, 2.31335, 1.97935)
C (-4.31975, 2.55163, 2.37836)
C (-5.33703, 2.67663, 1.43131)
C (-5.01822, 2.53292, 0.07551)
C (-3.71981, 2.29616, -0.31223)
C (-6.67638, 2.98164, 1.83763)
N (-7.75201, 3.24395, 2.15980)
H (-0.57482, 2.27100, 0.95761)
H (-1.07445, 2.41615, -0.76978)
H (-2.23665, 2.22297, 2.72394)
H (-4.56515, 2.65449, 3.42852)
H (-5.80667, 2.61658, -0.66179)
H (-3.47740, 2.16948, -1.36131)
C (0.07873, -0.31398, -5.26757)
N (0.35716, -1.10911, -4.07243)
C (1.24889, -2.12584, -4.10770)
C (1.55120, -2.84863, -3.00972)
C (0.88677, -2.48790, -1.79856)
N (0.06758, -1.46412, -1.74824)
C (-0.14758, -0.68509, -2.84382)
O (-0.79520, 0.35321, -2.74695)
N (1.02291, -3.21666, -0.67262)
H (-0.14295, -0.98070, -6.09966)
H (0.93742, 0.31166, -5.50632)
H (-0.77734, 0.31566, -5.05503)
H (1.70017, -2.32249, -5.07145)
H (2.27667, -3.64754, -3.04423)
H (1.77775, -3.87145, -0.59244)
H (0.61445, -2.79983, 0.15872)
O (4.87151, 0.71297, -3.10839)
S (3.49399, 1.07106, -3.33262)
O (3.01346, 0.91271, -4.68386)
N (2.51421, 0.33290, -2.26791)
C (1.95909, 1.19992, -1.43988)
O (1.17772, 0.91374, -0.50671)
C (2.34448, 2.62508, -1.68925)
C (1.94487, 3.74847, -0.99178)
C (2.43847, 4.98309, -1.39689)
C (3.30751, 5.08400, -2.48066)
C (3.70688, 3.95003, -3.17902)
C (3.21008, 2.73436, -2.75839)
H (1.25488, 3.65339, -0.16135)
H (2.14238, 5.88243, -0.87120)
H (3.67374, 6.05648, -2.78581)
H (4.37708, 4.01786, -4.02710)

Atomic partial charges in e from the Löwdin method, atoms 1 to 2:
1. Co 0.20
2. C -0.25